A molecular structure, C25H42Br39ClN2O4Si2 at a distorted geometry. Source: the OMol25 dataset; level of theory: ωB97M-V with the def2-TZVPD basis set.

The calculation puts the gap between HOMO and LUMO at 8.4 eV. Its spin multiplicity is 1. The calculation puts the HOMO energy at -0.3214 hartree. Its electronic energy is -2797706.36653 eV. As for the lowest unoccupied orbital energy: -0.0134 Eh.

Last column: Löwdin charge in e.
CARTESIAN COORDINATES (ANGSTROEM)
Br -8.02 -0.10 5.11  0.587
Br 0.66 -8.31 -2.26  0.574
Br -9.29 2.34 -1.57  0.572
Br -0.56 -5.06 -5.15  0.593
Br 4.10 -3.90 -2.18  0.567
Br -0.95 -7.99 -7.78  0.562
Br -7.32 0.71 -3.47  0.560
Br -2.46 1.06 -6.02  0.585
Br 5.04 -2.80 -5.01  0.566
Br 5.58 -2.31 10.32  0.580
Br -3.90 -3.17 8.79  0.558
Br 5.29 1.41 7.67  0.537
Br 2.27 -0.01 -7.83  0.580
Br 3.11 -0.32 10.23  0.592
Br -5.65 -2.16 5.69  0.548
Br 5.71 2.76 4.81  0.558
Br -6.45 3.57 -2.33  0.559
Br 1.93 2.95 -8.96  0.587
Br 0.47 -3.36 -7.62  0.575
Br 3.27 2.47 -6.10  0.637
Br 5.22 -0.94 -2.44  0.612
Br 3.70 -9.24 -2.16  0.578
Br 3.58 -2.39 7.85  0.559
Br -5.14 -1.99 -1.51  0.590
Br 2.73 -6.80 -0.36  0.557
Br -3.58 -2.10 1.28  0.670
Br -0.61 1.50 7.80  0.582
Br 0.99 -9.90 -6.14  0.559
Br -5.79 0.11 0.77  0.642
Br -1.93 -2.17 6.48  0.530
Br 6.44 4.37 7.46  0.574
Br 2.49 -5.28 -6.06  0.560
Br -4.98 0.73 4.63  0.562
Br -2.88 -1.64 -7.65  0.571
Br 2.01 2.75 6.48  0.596
Br 1.24 -0.28 5.93  0.558
Br -2.07 -1.74 -4.57  0.535
Br -0.85 -4.08 8.78  0.570
Br -2.07 -9.64 -5.30  0.566
Cl 0.62 -0.91 -4.81  0.566
Si -0.23 1.55 -0.65  0.507
Si -1.20 4.16 -1.35  0.546
O 0.01 3.20 -0.69  -0.292
O 0.90 5.54 -2.61  -0.202
O 1.00 -0.50 0.71  -0.142
O 2.08 -2.31 0.68  0.048
N 2.21 -1.15 0.64  -0.054
N 0.58 2.63 3.78  -0.048
C 1.18 1.17 7.18  -1.592
C 3.00 1.77 -7.88  -1.614
C -0.61 1.77 3.67  -0.284
C -7.45 1.95 -2.01  -1.663
C 1.43 6.27 -1.50  -0.258
C -2.05 5.06 0.07  -0.170
C 3.77 -2.06 9.74  -1.617
C 6.34 2.64 6.63  -1.631
C -1.81 0.79 1.63  -0.289
C -0.51 5.42 -2.60  -0.276
C -1.52 2.05 2.46  -0.173
C 0.94 -4.14 -5.92  -1.604
C 1.96 -0.10 -3.95  -0.530
C -1.92 -0.77 -6.23  -1.672
C 5.33 -2.74 -3.11  -1.608
C -1.84 0.98 0.10  -0.226
C 2.44 5.41 -0.74  -0.058
C -6.26 -0.70 4.61  -1.648
C 0.08 0.72 -2.31  -0.243
C -0.54 -8.75 -6.06  -1.675
C -2.37 -3.59 7.70  -1.628
C 1.56 0.63 -2.64  -0.280
C 2.49 -7.76 -2.01  -1.635
C -5.23 -1.70 0.38  -1.581
C 1.15 0.92 0.50  -0.190
H -6.33 -1.06 3.59  -0.073
H 0.53 3.41 3.13  0.059
H 3.16 -2.79 10.25  -0.031
H 1.92 7.14 -1.92  0.112
H -0.29 -7.93 -5.40  -0.115
H -2.18 3.24 -1.98  0.020
H -1.19 1.89 4.58  0.077
H -0.86 5.17 -3.59  0.080
H 2.07 0.08 -1.86  0.063
H 2.45 0.62 -4.59  -0.044
H -2.46 2.38 2.87  0.093
H -7.01 1.48 -1.15  -0.140
H -0.28 -0.29 -2.16  0.064
H -1.34 5.14 0.88  0.023
H -2.92 4.54 0.42  0.022
H 1.98 1.62 -2.68  0.105
H -0.48 1.16 -3.12  0.064
H -0.87 -0.77 -6.50  -0.136
H 2.72 -7.07 -2.81  -0.052
H 2.00 5.05 0.18  0.059
H -1.15 -0.04 1.85  0.081
H -2.27 6.07 -0.24  0.023
H -2.63 -4.45 7.11  -0.030
H 6.33 -3.10 -2.92  -0.028
H -2.70 1.58 -0.16  0.066
H 3.32 5.99 -0.53  0.070
H -0.99 6.37 -2.37  0.078
H -5.98 -2.36 0.79  -0.026
H -2.03 0.00 -0.32  0.054
H -0.27 0.74 3.68  0.055
H 1.41 2.10 3.57  0.031
H 1.07 1.45 1.44  0.063
H 3.97 1.70 -8.34  -0.030
H 2.66 -0.88 -3.74  -0.003
H 0.64 6.64 -0.86  0.107
H 2.12 1.08 0.07  0.079
H 1.19 -3.34 -5.25  -0.094
H -2.80 0.45 1.91  0.014
H 2.68 4.56 -1.36  0.069
H 7.35 2.24 6.59  -0.032
H -1.14 2.86 1.85  0.078
H 1.76 0.87 8.04  -0.111